DFT (the ωB97M-V functional and the def2-TZVPD basis) results for C5H10BN in the gas phase at a distorted geometry.

Output
relative energy (zero: lowest compared OMol25 entry of this formula, charge and spin)	209.8	kJ/mol
calculated total energy	-276.06799	a.u.
orbital gap	10.0	eV

The geometry in ORCA input format:
```
! wB97M-V def2-TZVPD RIJCOSX def2/J DEFGRID3
* xyz 0 1
C -0.4112 0.5096 -1.7361
B -0.0215 1.0320 -0.2895
C 0.3919 2.4228 0.1359
N 0.5002 3.5177 0.5198
C 0.2462 -0.1821 0.7897
C -1.0913 -0.6253 1.3558
C 1.1084 -1.2635 0.1059
H -0.8626 -0.4473 -1.7637
H 0.6796 0.4882 -2.2719
H -1.1040 1.1343 -2.3772
H 0.9817 0.3139 1.6339
H -1.6641 0.3167 1.6811
H -0.9466 -1.4435 2.0210
H -1.8244 -1.0580 0.4895
H 1.8940 -1.6901 0.6869
H 0.5280 -2.0475 -0.1250
H 1.5958 -0.9778 -0.8561
*
```